This record from the OMol25 dataset describes C3H4DyO4 as an isolated structure at a distorted geometry. The level of theory is ωB97M-V with the def2-TZVPD basis set.

Each line ends with the Löwdin spin population.
Atoms and positions in Å:
Dy  -2.3937  0.9753  0.7021  5.83
O  -1.0031  1.3338  -1.0819  0.06
O  -0.7677  -0.2908  1.5953  0.07
O  0.7137  -0.0059  -1.5435  0.00
O  1.0902  2.0566  -1.0768  0.00
C  0.3850  -0.9943  -0.5512  0.00
C  0.2164  1.2535  -1.4434  0.01
C  0.5100  -0.5194  0.8443  0.01
H  -0.6203  -1.3695  -0.7935  0.00
H  -0.6054  -0.2491  2.5459  0.01
H  1.1130  -1.7998  -0.7039  0.00
H  1.3619  -0.3906  1.5067  0.00

Atoms 1-6, force components in eV/Å:
Dy -1.2 1.9 -2.4
O -2.7 -0.4 0.5
O 5.0 -1.7 -2.4
O 1.4 -2.3 -1.1
O -1.6 -0.4 -2.3
C -1.0 0.9 -1.0

As for the total charge: +2. The LUMO energy (spin up / spin down) is -12.757 / -12.745 eV. The value obtained for the energy relative to the best compared isomer or geometry (same formula, charge and spin) is 5.664 eV. The spin multiplicity is 7. The value obtained for the gap between HOMO and LUMO (spin up / spin down) is 0.181 / 0.183 Eh.

---

This record from the OMol25 dataset describes a 2-piece molecular cluster, CH2N2O4S overall at a distorted geometry. The level of theory is ωB97M-V with the def2-TZVPD basis set.

Each line ends with the natural charge from an NBO analysis.
Atoms and positions in Å:
S  -0.2813  1.6858  0.0676  2.26
O  -1.2218  2.3650  0.8472  -0.82
O  0.8124  -0.3983  1.2070  -0.54
O  0.2266  -0.1486  -1.3958  -0.54
O  1.0901  2.1211  -0.1502  -0.84
N  -0.4694  -2.3555  0.9457  -0.75
N  -0.7572  0.4296  -0.6374  -0.54
C  0.1530  -1.3221  1.0077  0.87
H  -0.1695  -2.8610  0.0887  0.42
H  0.6171  0.4840  -1.9804  0.48

Atoms 1-6, force components in eV/Å:
S 3.2 0.0 -1.0
O -1.0 0.8 1.0
O 0.7 0.9 0.9
O 0.2 -1.8 0.0
O -1.9 -0.1 0.2
N -0.1 -0.9 -1.4

The LUMO energy is -0.178 eV. Its structure (SMILES) is O=S(=O)=NO.N=C=O. The value obtained for the energy relative to the best compared isomer or geometry (same formula, charge and spin) is 1.694 eV. The value obtained for the gap between HOMO and LUMO is 0.383 Eh.

---

This record from the OMol25 dataset describes C15H14Cl2N2O4S as an isolated structure at a distorted geometry. The level of theory is ωB97M-V with the def2-TZVPD basis set.

Each line ends with the natural charge from an NBO analysis.
Atoms and positions in Å:
Cl  6.6794  1.3298  2.3915  0.01
Cl  7.7302  -0.5702  0.3541  0.17
S  -3.7344  1.2591  -1.5107  2.42
O  -4.9563  1.6888  -1.7772  -0.86
O  -3.7622  0.5834  0.1882  -0.75
O  -2.5843  2.3878  -1.2163  -0.87
O  0.8991  -1.2649  -0.1836  -0.52
N  -3.2365  -0.0894  -2.2525  -0.68
N  2.0227  -0.0553  1.3297  -0.62
C  -4.1198  -0.9359  -2.3595  -0.43
C  -2.4941  0.1660  -3.4688  -0.46
C  5.2204  -1.0632  -0.2761  -0.16
C  -0.5982  0.0656  2.6473  -0.24
C  -2.7350  0.6694  2.1716  -0.19
C  5.6576  0.3403  1.3841  -0.01
C  -0.3176  -0.0333  1.2079  -0.13
C  -1.4282  0.1688  0.3423  -0.19
C  3.2800  -0.1158  0.8213  0.18
C  -1.7022  0.3235  2.9408  -0.18
C  -2.6527  0.2886  1.0686  0.25
C  0.9653  -0.6446  0.6958  0.69
C  6.2049  -0.6171  0.4480  -0.24
C  4.3331  0.3740  1.7177  -0.26
C  3.8364  -1.1449  -0.0542  -0.24
H  -1.7555  0.9816  -3.4622  0.25
H  3.1607  -1.6779  -0.5555  0.23
H  -3.8783  1.0352  2.7876  0.23
H  4.0080  1.4254  2.2800  0.21
H  1.7674  0.6099  2.0452  0.41
H  -1.9393  0.4521  4.0991  0.20
H  -4.5956  -1.2665  -1.4132  0.24
H  -1.3229  -0.0704  -0.7940  0.25
H  -4.9545  -0.6386  -2.8937  0.18
H  0.2858  -0.0085  3.2866  0.21
H  -3.7362  -1.9818  -2.6931  0.22
H  5.5174  -1.8165  -1.2127  0.21
H  -3.1619  0.7297  -4.2865  0.20
H  -1.9025  -0.8840  -3.7976  0.24

Atoms 1-6, force components in eV/Å:
Cl 0.2 -0.1 -0.2
Cl 7.8 -1.0 -1.6
S 14.8 2.6 9.7
O -8.9 2.2 -2.2
O -1.8 -0.1 -2.2
O -4.5 -5.0 -2.7

The LUMO energy is 0.355 eV. The value obtained for the energy relative to the best compared isomer or geometry (same formula, charge and spin) is 14.448 eV. The value obtained for the gap between HOMO and LUMO is 0.321 Eh.

---

This record from the OMol25 dataset describes a 2-piece molecular cluster, C29H25ClNO4S overall at a distorted geometry. The level of theory is ωB97M-V with the def2-TZVPD basis set.

Each line ends with the natural charge from an NBO analysis.
Atoms and positions in Å:
Cl  -2.2442  1.2040  1.4037  -0.04
S  -3.0728  -1.5444  1.7023  2.14
O  2.3456  2.4746  3.8509  -0.56
O  -3.7586  -1.6118  0.4340  -0.99
O  -0.3259  3.1766  -0.0495  -0.54
O  -3.8389  -1.4114  2.9219  -1.00
N  0.7590  -0.9482  -3.8056  -0.43
C  0.1301  3.2248  1.0896  0.54
C  -1.7819  -3.8528  0.7185  -0.23
C  -2.2204  -3.1496  1.8482  -0.19
C  1.6217  1.4050  -1.1151  -0.11
C  -1.9963  -3.6498  3.1296  -0.23
C  -1.8105  -0.3748  1.6554  -1.02
C  0.9479  -0.1340  -4.9915  -0.20
C  0.2256  -3.1665  -2.8937  -0.41
C  -1.1909  -4.7807  3.2978  -0.23
C  1.1031  2.2997  1.7510  -0.35
C  -0.3098  6.0526  4.2479  -0.21
C  1.4313  1.0291  1.3652  0.01
C  0.6800  4.1226  3.2212  -0.14
C  1.5270  -0.8426  -0.2210  -0.12
C  0.7930  -2.3771  -4.0634  -0.20
C  1.2013  -1.3517  -1.4598  -0.12
C  0.9824  -2.8211  -1.6166  -0.42
C  -1.1808  6.1847  3.1451  -0.20
C  -0.9702  -4.9842  0.8913  -0.23
C  -0.1690  4.2712  2.1133  -0.02
C  0.6402  5.0281  4.2836  -0.17
C  -1.1025  5.3042  2.0616  -0.20
C  0.5373  1.3100  -4.7516  -0.40
C  1.2528  1.8769  -3.5231  -0.42
C  -0.6561  -5.4316  2.1812  -0.23
C  1.3205  0.9267  -2.3754  -0.12
C  1.5442  0.5532  0.0196  -0.07
C  1.5158  2.8987  3.0628  0.56
C  1.0834  -0.4658  -2.5706  0.30
H  -0.9460  -0.5537  2.2694  0.19
H  0.2266  -2.5490  -4.9872  0.20
H  -0.9916  -5.1542  4.3057  0.20
H  -0.3767  6.7630  5.0747  0.21
H  -0.5900  -5.5306  0.0198  0.20
H  2.0042  -0.1711  -5.3192  0.17
H  1.8855  2.4523  -0.9976  0.22
H  -1.9103  6.9932  3.1370  0.21
H  -0.0166  -6.3097  2.3153  0.20
H  2.2827  2.1560  -3.7960  0.20
H  1.7037  -1.5269  0.6088  0.21
H  -2.0766  -3.5379  -0.2858  0.24
H  1.9603  -3.3292  -1.6215  0.20
H  0.3085  -4.2339  -3.1191  0.21
H  0.7814  1.9014  -5.6386  0.21
H  -0.8421  -2.9467  -2.7610  0.22
H  -0.5494  1.3772  -4.6091  0.21
H  0.3520  -0.5876  -5.7924  0.20
H  1.6209  0.2934  2.1510  0.22
H  1.8360  -2.6980  -4.2541  0.17
H  -2.4492  -3.1616  3.9916  0.25
H  -1.7493  5.4056  1.1870  0.23
H  0.7482  2.7928  -3.1964  0.23
H  1.3433  4.9211  5.1104  0.22
H  0.4311  -3.2107  -0.7520  0.24

Atoms 1-6, force components in eV/Å:
Cl -1.0 2.3 -0.3
S 2.3 1.1 0.2
O -0.4 0.3 -0.4
O -1.0 0.0 -0.4
O 0.5 0.4 1.4
O -1.2 -0.6 0.4

As for the total charge: -1. The LUMO energy is 1.761 eV. The value obtained for the gap between HOMO and LUMO is 0.154 Eh.